Entry 1:
The following is a DFT calculation (ωB97M-V with the def2-TZVPD basis set) of a cluster of 2 separate species, C2H7NO in total in a non-equilibrium geometry.

```
11
Properties=species:S:1:pos:R:3:forces:R:3
C 1.139 0.813 -0.463 0.3452 -0.3808 1.2357
N 0.544 -0.305 -0.349 0.6304 0.8487 -2.2990
C -0.498 -0.433 -1.408 -1.0180 -0.3656 1.2888
H 2.122 0.945 -0.009 -0.2617 0.0552 0.4801
H 0.715 1.718 -0.903 -0.0221 -0.2607 -0.7249
H -0.067 -0.270 -2.388 0.0180 -0.2274 -0.0912
H -1.342 0.251 -1.271 0.2188 0.2903 0.0717
H -0.955 -1.422 -1.310 0.2790 -0.0172 -0.3701
O -0.733 -0.005 1.954 -1.1419 -1.5563 0.1168
H -0.369 -0.702 1.373 0.4985 0.7516 0.1006
H -1.529 -0.497 2.253 0.4538 0.8622 0.1916
```
Positions in Å, forces in eV/Å.

Summary:
E (eV): -5723.676
HOMO-LUMO gap (eV): 10.847
ΔE to the lowest compared entry with this formula, charge and spin (eV): 1.565
SMILES string: C=NC.O
M (g mol⁻¹): 61.084
Multiplicity: 1

These are the Mulliken partial charges, in e, on atoms 1 to 5: number 1, C, carries -0.229; number 2, N, carries -0.465; number 3, C, carries -0.864; number 4, H, carries 0.251; number 5, H, carries 0.269

Entry 2:
The following is a DFT calculation (ωB97M-V with the def2-TZVPD basis set) of the molecule C2H7NO in a non-equilibrium geometry.

```
11
Properties=species:S:1:pos:R:3:forces:R:3
N -1.406 -0.638 0.110 -0.0712 -0.2903 1.4804
C -0.552 0.444 -0.318 0.4219 2.1562 1.1794
C 0.915 0.440 0.240 -1.7446 1.4236 0.1830
O 1.418 -0.805 -0.029 1.5697 -3.0255 -3.4583
H -1.625 -0.442 1.091 -0.1409 -0.5668 -0.2400
H -0.896 -1.542 0.093 -0.3642 0.9722 0.0307
H -0.975 1.486 -0.129 0.0002 -1.4220 0.1711
H -0.618 0.368 -1.366 0.9338 0.1565 -1.7005
H 0.955 0.478 1.352 -0.5507 0.0302 -0.4763
H 1.486 1.399 -0.024 -0.3550 -1.4835 -0.5401
H 1.297 -1.188 -1.020 0.3010 2.0494 3.3708
```
Positions in Å, forces in eV/Å.

Summary:
E (eV): -5723.906
HOMO-LUMO gap (eV): 10.260
ΔE to the lowest compared entry with this formula, charge and spin (eV): 1.335
SMILES string: NCCO
M (g mol⁻¹): 61.084
Multiplicity: 1

These are the Mulliken partial charges, in e, on atoms 1 to 5: number 1, N, carries -0.577; number 2, C, carries -0.669; number 3, C, carries -0.201; number 4, O, carries -0.551; number 5, H, carries 0.252

Entry 3:
The following is a DFT calculation (ωB97M-V with the def2-TZVPD basis set) of a cluster of 2 separate species, C2H7NO in total in a non-equilibrium geometry.

```
11
Properties=species:S:1:pos:R:3:forces:R:3
C 2.176 0.792 -1.834 0.9734 -1.1855 -2.6355
N 0.964 0.564 -2.126 1.8303 0.1199 0.3682
C -0.090 1.127 -1.346 -1.8833 1.0832 1.1619
H 3.031 0.504 -2.512 -1.4100 -0.6057 -0.1524
H 2.742 1.273 -1.094 -0.6441 1.4177 2.2671
H -0.400 0.591 -0.400 0.8086 0.1215 -0.9509
H -0.993 1.044 -1.995 0.4586 0.5250 0.6038
H 0.074 2.218 -1.017 -0.1346 -1.4783 -0.6601
O -2.301 -2.309 4.041 1.6081 -2.1690 0.4621
H -2.001 -3.246 4.226 0.5595 1.6421 -0.2905
H -3.201 -2.558 4.057 -2.1666 0.5292 -0.1738
```
Positions in Å, forces in eV/Å.

Summary:
E (eV): -5723.226
HOMO-LUMO gap (eV): 10.508
ΔE to the lowest compared entry with this formula, charge and spin (eV): 2.015
SMILES string: C=NC.O
M (g mol⁻¹): 61.084
Multiplicity: 1

These are the Mulliken partial charges, in e, on atoms 1 to 5: number 1, C, carries -0.165; number 2, N, carries -0.442; number 3, C, carries -0.627; number 4, H, carries 0.209; number 5, H, carries 0.268